# 1
A structure of composition C15H32F6FeN10O6PS3, computed with wB97M-V/def2-TZVPD.

- strongest force on any atom (Eh/bohr) = 0.028
- LUMO (alpha / beta) (eV) = -2.692 / -2.695
- energy above the lowest of the compared OMol25 structures with the same formula, charge and spin (kcal/mol) = 49.1
- highest occupied orbital energy (alpha / beta) (eV) = -11.532 / -11.496
- frontier orbital gap (alpha / beta) (eV) = 8.84 / 8.80
- spin multiplicity = 5
- charge = +1

Structure (XYZ):
```
74
Properties=species:S:1:pos:R:3:mulliken_charge:R:1
Fe -0.101 0.660 -0.116 1.387
N 2.097 1.301 -0.940 -0.147
C 2.569 1.815 -2.235 -0.865
C 1.430 2.376 -3.086 -0.008
C 0.468 3.280 -2.316 -0.850
N -0.601 2.490 -1.696 -0.385
H 2.068 2.074 -0.279 0.194
H 2.765 0.643 -0.554 0.128
H 3.030 0.992 -2.784 0.376
H 3.331 2.590 -2.100 0.413
H 0.850 1.548 -3.497 -0.134
H 1.868 2.931 -3.916 0.409
H 0.061 4.031 -3.002 0.530
H 0.989 3.809 -1.515 0.275
H -1.161 2.019 -2.401 0.176
H -1.216 3.098 -1.166 0.245
N -1.616 -1.102 1.247 0.021
N -2.817 -1.245 0.541 -0.531
C -2.926 -0.652 -0.709 0.143
O -3.974 -0.708 -1.321 -0.708
O -1.810 -0.147 -1.149 -0.396
H -1.277 -2.008 1.554 0.264
H -1.707 -0.525 2.074 0.165
H -3.670 -1.464 1.032 0.235
S 0.211 2.922 1.235 -0.543
C -0.833 3.378 2.472 0.428
N -0.763 4.568 3.068 -0.170
C -1.777 4.741 4.101 -0.528
C -2.583 3.433 3.986 -0.437
N -1.903 2.701 2.908 0.012
H -0.031 5.229 2.878 0.194
H -2.389 5.618 3.888 0.304
H -1.312 4.862 5.081 0.334
H -3.616 3.616 3.689 0.329
H -2.571 2.844 4.899 0.240
H -1.859 1.695 2.949 0.097
F 3.653 0.504 3.962 -0.218
C 2.681 0.960 3.203 0.635
F 3.224 1.415 2.057 -0.208
F 2.100 1.999 3.786 -0.174
S 1.447 -0.408 2.752 0.686
O 1.416 -0.349 1.288 -0.423
O 1.940 -1.625 3.298 -0.655
N 0.047 0.035 3.332 -0.340
S -0.012 -0.171 4.928 1.139
O 1.214 0.216 5.543 -0.644
O -1.245 0.389 5.394 -0.725
C -0.216 -2.020 5.208 0.606
F -1.108 -2.210 6.177 -0.229
F 0.898 -2.631 5.545 -0.209
F -0.717 -2.581 4.092 -0.216
C -0.061 -3.488 -4.693 -0.796
N 1.285 -3.005 -4.150 0.213
C 1.590 -3.789 -2.871 -0.805
N 0.528 -3.689 -1.947 0.253
C -0.716 -4.173 -2.527 -0.932
N -1.068 -3.400 -3.707 0.195
C -1.478 -2.036 -3.390 -1.349
P -0.135 -1.020 -2.559 1.383
C 1.205 -1.550 -3.846 -1.329
C 0.380 -2.365 -1.352 -1.274
H 0.070 -4.523 -5.013 0.381
H -0.309 -2.864 -5.552 0.400
H 2.019 -3.184 -4.838 0.338
H 2.511 -3.386 -2.447 0.378
H 1.747 -4.830 -3.162 0.369
H -1.514 -4.094 -1.791 0.383
H -0.601 -5.223 -2.807 0.282
H -2.344 -2.069 -2.730 0.367
H -1.791 -1.531 -4.306 0.382
H 2.175 -1.219 -3.470 0.597
H 1.014 -1.015 -4.778 0.437
H -0.378 -2.410 -0.570 0.436
H 1.322 -2.076 -0.878 0.469
```

# 2
A cluster of 4 separate species, C15H32FN3P2S in total, computed with wB97M-V/def2-TZVPD.

- SMILES string = CCC[PH2](F)[PH2]=S.CCCC#N.CCCC#N.CCCC#N
- strongest force on any atom (Eh/bohr) = 0.014
- LUMO (eV) = 0.560
- energy above the lowest of the compared OMol25 structures with the same formula, charge and spin (kcal/mol) = 2.3
- highest occupied orbital energy (eV) = -8.041
- frontier orbital gap (eV) = 8.60

Structure (XYZ):
```
54
Properties=species:S:1:pos:R:3:mulliken_charge:R:1
C 6.886 0.707 -1.435 -1.065
C 6.845 2.025 -2.216 -0.449
C 5.450 2.331 -2.786 -0.757
P 4.252 2.759 -1.476 0.331
F 5.198 4.047 -0.972 -0.395
P 2.819 1.126 -2.051 0.137
S 2.126 1.267 -3.882 -0.429
H 7.872 0.250 -1.491 0.338
H 6.661 0.890 -0.385 0.315
H 6.163 -0.008 -1.825 0.268
H 7.179 2.847 -1.590 0.318
H 7.513 1.968 -3.076 0.353
H 5.102 1.457 -3.336 0.475
H 5.492 3.159 -3.490 0.360
H 4.383 2.227 -0.182 0.035
H 3.203 3.667 -1.666 0.060
H 1.758 1.188 -1.122 0.025
H 3.463 -0.091 -1.760 0.053
C -0.809 -1.415 -2.983 -1.124
C -1.235 -2.079 -1.678 -0.548
C -0.408 -1.605 -0.478 0.403
C 1.011 -1.915 -0.653 0.100
N 2.127 -2.148 -0.789 -0.540
H 0.223 -1.656 -3.239 0.310
H -1.440 -1.750 -3.806 0.378
H -0.889 -0.328 -2.918 0.272
H -1.150 -3.163 -1.768 0.329
H -2.284 -1.858 -1.473 0.334
H -0.754 -2.083 0.439 -0.084
H -0.509 -0.525 -0.350 0.163
C -2.606 -3.283 5.126 -1.189
C -1.595 -2.413 4.388 -0.548
C -2.254 -1.390 3.456 -0.236
C -3.057 -2.029 2.415 0.249
N -3.673 -2.535 1.588 -0.580
H -3.200 -3.878 4.431 0.341
H -2.099 -3.973 5.801 0.354
H -3.289 -2.674 5.721 0.296
H -0.920 -3.046 3.809 0.301
H -0.983 -1.870 5.109 0.359
H -1.507 -0.765 2.967 0.329
H -2.910 -0.729 4.023 0.355
C -5.106 1.540 -0.914 -1.153
C -5.547 1.039 0.456 -0.347
C -4.796 1.718 1.608 -0.393
C -3.359 1.461 1.525 0.253
N -2.241 1.213 1.462 -0.496
H -4.053 1.322 -1.097 0.297
H -5.684 1.057 -1.701 0.332
H -5.250 2.618 -1.005 0.331
H -5.400 -0.040 0.519 0.253
H -6.614 1.225 0.589 0.323
H -5.151 1.345 2.570 0.260
H -4.952 2.797 1.590 0.343
```

# 3
A structure of composition C15H32FeNO2P2, computed with wB97M-V/def2-TZVPD.

- strongest force on any atom (Eh/bohr) = 0.105
- LUMO (alpha / beta) (eV) = -6.290 / -8.212
- highest occupied orbital energy (alpha / beta) (eV) = -14.734 / -15.841
- frontier orbital gap (alpha / beta) (eV) = 8.44 / 7.63
- spin multiplicity = 6
- charge = +2

Structure (XYZ):
```
53
Properties=species:S:1:pos:R:3:mulliken_charge:R:1
Fe -0.223 0.088 0.183 -0.095
P 0.650 1.878 -0.660 0.846
C 2.485 1.194 -0.703 -1.092
C 2.611 0.058 0.270 0.508
N 1.481 -0.676 0.446 0.616
C 1.553 -1.937 1.038 0.476
C 2.768 -2.430 1.509 -0.902
C 3.924 -1.703 1.301 -0.537
C 3.829 -0.491 0.604 -0.778
C 0.223 -2.679 1.123 -1.257
P -1.003 -2.062 -0.162 0.783
H 4.727 0.056 0.335 0.523
H 2.731 -3.374 2.035 0.527
H 4.875 -2.099 1.653 0.454
H 0.388 -3.741 0.899 0.687
H -0.282 -2.545 2.119 0.433
H 2.633 0.819 -1.729 0.003
H 3.219 1.953 -0.576 0.762
H 1.761 -0.452 -3.025 0.396
O 2.750 -0.437 -2.994 -0.715
H 3.047 0.183 -3.739 0.355
H -0.352 -0.767 -1.980 0.086
O -0.027 -0.629 -2.871 -0.608
H -0.497 -0.843 -3.704 0.254
C -0.685 -3.212 -1.554 -1.279
H -0.362 -4.180 -1.125 0.446
H -1.636 -3.306 -2.110 0.407
H 0.109 -2.759 -2.190 0.472
C -2.649 -2.400 0.413 -1.167
H -3.327 -2.167 -0.425 0.393
H -2.673 -3.465 0.664 0.492
H -2.866 -1.763 1.282 0.313
C 0.916 3.306 0.390 -1.224
H 1.633 3.985 -0.080 0.472
H -0.093 3.730 0.484 0.410
H 1.302 2.940 1.346 0.429
C 0.409 2.507 -2.347 -1.255
H -0.495 3.120 -2.306 0.437
H 1.225 3.134 -2.719 0.432
H 0.231 1.680 -3.046 0.301
C -3.526 1.118 0.617 -1.337
C -2.350 1.720 1.416 1.057
C -2.828 2.327 2.726 -1.557
C -1.261 0.671 1.678 -1.308
H -3.961 0.270 1.176 0.287
H -3.241 0.731 -0.386 0.181
H -4.322 1.882 0.497 0.447
H -1.911 2.507 0.767 -0.104
H -3.248 1.541 3.363 0.353
H -1.991 2.810 3.229 0.420
H -3.590 3.071 2.503 0.424
H -0.421 1.089 2.248 0.385
H -1.660 -0.255 2.119 0.946
```

# 4
The ion C15H32N5O2 with charge +1, computed with wB97M-V/def2-TZVPD.

- SMILES string = COCCCCCCCCCn1nnc(CCN)[n+]1CCO
- strongest force on any atom (Eh/bohr) = 0.109
- LUMO (eV) = -4.125
- highest occupied orbital energy (eV) = -11.917
- frontier orbital gap (eV) = 7.79
- charge = +1

Structure (XYZ):
```
54
Properties=species:S:1:pos:R:3:mulliken_charge:R:1
C 0.470 -4.223 0.992 -0.644
O 1.455 -3.369 1.594 -0.360
C 2.159 -2.566 0.624 -0.761
C 2.010 -1.022 1.051 1.093
C 3.334 -0.380 1.668 -0.795
C 4.259 0.399 0.633 -0.784
C 3.447 1.392 -0.348 0.048
C 3.459 0.715 -1.801 -0.565
C 2.250 1.144 -2.742 -0.955
C 0.902 0.347 -2.375 -0.007
C -0.032 1.324 -1.540 -0.661
N -1.299 0.678 -1.075 0.951
N -1.722 -0.372 -1.765 -0.442
N -2.865 -0.732 -1.157 -0.410
C -3.123 0.175 -0.066 0.235
C -4.401 0.098 0.859 -0.278
C -5.603 -0.463 -0.020 -0.711
N -5.733 0.162 -1.363 -0.503
N -2.016 1.098 -0.030 0.227
C -1.779 2.202 0.928 -0.941
C -0.609 1.781 1.964 0.436
O -1.078 0.920 3.025 -0.514
H -0.088 -3.765 0.118 0.252
H 0.911 -5.239 0.693 0.268
H -0.325 -4.472 1.779 0.241
H 1.673 -2.684 -0.410 0.356
H 3.243 -2.892 0.564 0.382
H 1.231 -1.023 1.894 0.229
H 1.542 -0.439 0.200 -0.983
H 3.949 -1.253 2.083 0.389
H 3.016 0.259 2.556 0.293
H 4.910 -0.257 -0.018 0.355
H 4.935 1.082 1.258 0.288
H 3.903 2.434 -0.380 0.460
H 2.413 1.504 0.106 -0.230
H 4.451 1.005 -2.284 0.360
H 3.429 -0.410 -1.654 0.247
H 2.501 0.831 -3.815 0.335
H 2.051 2.259 -2.777 0.383
H 1.110 -0.646 -1.868 0.002
H 0.365 0.084 -3.351 0.512
H -0.285 2.208 -2.220 0.287
H 0.464 1.777 -0.623 0.069
H -4.243 -0.536 1.782 0.352
H -4.643 1.150 1.216 0.299
H -6.588 -0.375 0.546 0.359
H -5.410 -1.581 -0.179 0.255
H -5.290 1.086 -1.416 0.180
H -6.726 0.337 -1.571 0.289
H -1.407 3.160 0.429 0.356
H -2.678 2.449 1.576 0.349
H 0.253 1.250 1.432 -0.252
H -0.153 2.702 2.471 0.347
H -1.998 0.683 2.809 0.314
```